Entry 1:
40
Properties=species:S:1:pos:R:3:forces:R:3:mulliken_charge:R:1 method="wB97M-V/def2-TZVPD" relative_energy_kcal_mol=13.8 orbital_gap_ev=1.2392 largest_force_ha_per_bohr=0.07512 total_energy_ev=-70215.5876 e_lumo_ev=-8.66 e_homo_ev=-9.895
Al 14.87554 -17.62137 -5.86362 0.190 0.429 0.053 1.24
O 14.93410 -19.08651 -8.30891 0.713 0.697 0.324 -0.60
C 14.47059 -20.01484 -8.90523 -1.585 0.080 1.032 0.65
O 13.33378 -20.60986 -8.57860 0.648 -0.659 -0.721 -0.44
B 13.13930 -21.79275 -9.49825 0.343 3.495 -0.398 1.17
O 14.17218 -21.60099 -10.53009 -0.264 -0.983 0.189 -0.54
C 15.03826 -20.67441 -10.16792 0.705 0.094 -0.022 0.49
O 16.07790 -20.38191 -10.65951 -0.188 -0.122 -0.246 -0.50
O 11.78655 -21.68201 -10.12850 1.193 -1.694 1.033 -0.37
C 11.25954 -22.88770 -9.99548 -1.959 1.374 -2.140 0.32
O 10.27579 -23.25430 -10.55657 0.378 -0.568 0.785 -0.45
C 12.11659 -23.69941 -8.97712 2.283 0.189 0.161 1.05
O 13.19572 -22.99807 -8.70429 -1.208 -0.989 -0.371 -0.48
O 11.80128 -24.73490 -8.48440 0.350 -0.860 -3.749 -0.45
O 17.53880 -9.78381 -2.65999 0.441 0.603 0.129 -0.50
C 17.58794 -10.94595 -2.85667 -0.605 -0.582 0.094 0.58
O 16.65104 -11.63424 -3.53977 0.341 -0.376 0.098 -0.40
B 16.98834 -13.03548 -3.51763 0.886 0.314 -0.456 0.94
O 18.23432 -13.19179 -2.76301 -0.665 0.127 -0.176 -0.46
C 18.60627 -11.99856 -2.28962 -0.444 -0.274 -0.111 0.59
O 19.48853 -11.81979 -1.52306 0.426 0.442 0.152 -0.51
O 15.89403 -13.88941 -3.01418 -0.498 -0.784 0.336 -0.48
C 15.63965 -14.85120 -3.84984 -0.345 0.493 0.230 0.64
O 14.88309 -15.78502 -3.73958 -0.339 -0.608 0.068 -0.58
C 16.44246 -14.60357 -5.10822 1.292 0.397 -0.179 0.64
O 17.21182 -13.58688 -4.91525 -0.304 0.103 -0.065 -0.53
O 16.42304 -15.30715 -6.08916 -0.638 -1.010 -0.590 -0.60
O 8.62809 -24.68680 -5.04923 0.483 -0.422 -0.567 -0.39
C 9.61584 -24.18587 -5.46090 -1.485 0.804 1.293 0.43
O 10.05607 -22.98316 -5.18250 0.414 -0.820 -0.384 -0.42
B 11.42073 -22.86406 -5.70157 1.733 1.615 1.617 1.26
O 11.56030 -23.92350 -6.71277 -1.469 -0.293 2.698 -0.53
C 10.63732 -24.84908 -6.52511 0.875 -0.201 -0.171 0.77
O 10.56706 -25.90149 -7.04662 -0.722 -0.234 0.994 -0.34
O 12.49693 -23.05092 -4.67198 -1.859 -0.986 -0.348 -0.57
C 13.19195 -21.95537 -4.54095 2.294 -0.634 0.477 0.54
O 14.17873 -21.85991 -3.86409 -0.590 0.637 -0.097 -0.56
C 12.71337 -20.96321 -5.58024 -0.853 -0.414 0.315 0.59
O 11.67095 -21.53351 -6.18618 -0.119 0.723 -0.924 -0.55
O 13.16087 -19.88392 -5.79454 0.149 0.898 -0.365 -0.64

---

Entry 2:
25
Properties=species:S:1:pos:R:3:forces:R:3:mulliken_charge:R:1 method="wB97M-V/def2-TZVPD" relative_energy_kcal_mol=11.9 orbital_gap_ev=10.1550 largest_force_ha_per_bohr=0.08052 charge=+1 total_energy_ev=-20632.6090 e_lumo_ev=-3.32 e_homo_ev=-13.479
Ag -0.38998 0.00384 -0.03347 -0.657 -0.146 0.215 0.62
O -1.55947 -1.86186 -1.20741 -0.294 1.546 -1.954 -0.55
H -1.58070 -1.39463 -2.10363 0.053 -0.840 1.793 0.33
H -1.34412 -2.75178 -1.46446 0.036 -0.796 0.084 0.26
O 0.76653 -1.53379 1.53509 -1.165 0.583 3.930 -0.69
H 1.09868 -1.67734 0.70309 1.550 -0.824 -3.483 0.49
H 1.51201 -1.73164 2.11270 -0.147 -0.228 0.194 0.31
O 0.46305 0.17223 -2.33406 0.330 -1.566 -0.146 -0.60
H 0.03268 0.98524 -2.55299 -0.030 1.077 -0.136 0.29
H 1.34518 0.31069 -1.97200 -0.196 0.683 -0.309 0.35
O 1.51543 -2.03686 -0.87574 0.442 0.268 1.019 -0.64
H 1.08075 -2.84786 -1.08402 -0.357 -0.875 -0.410 0.27
H 1.78625 -1.63326 -1.68067 0.279 0.134 -1.107 0.27
O -0.97271 0.99789 2.08137 -2.050 -0.010 -0.096 -0.51
H -0.15851 1.26180 2.48289 0.605 0.578 1.012 0.37
H -1.74005 1.13513 2.69460 1.399 -0.176 -0.659 0.26
O 1.86124 0.83420 2.83955 0.169 -0.842 -0.079 -0.70
H 2.68447 0.39876 3.16829 -1.113 0.522 -0.383 0.30
H 1.29286 0.13228 2.44147 0.957 0.341 0.376 0.45
O -2.57036 1.25103 -1.12277 2.728 1.411 1.447 -0.52
H -3.09644 1.49292 -0.37239 -0.670 0.059 0.365 0.29
H -3.06599 0.77387 -1.71840 -2.125 -1.562 -1.815 0.27
O 0.22117 2.23809 -0.53144 0.815 0.509 -0.619 -0.46
H -0.12961 2.88781 0.10250 0.593 0.019 -0.602 0.27
H 0.94764 2.59322 -1.10809 -1.152 0.135 1.362 0.27

---

Entry 3:
14
Properties=species:S:1:pos:R:3:forces:R:3:mulliken_charge:R:1 method="wB97M-V/def2-TZVPD" relative_energy_kcal_mol=108.3 orbital_gap_ev=8.9238 largest_force_ha_per_bohr=0.06567 total_energy_ev=-29439.0316 e_lumo_ev=0.25 e_homo_ev=-8.672
C -0.64581 1.16970 0.46314 -1.986 0.350 0.065 -1.09
C 0.01876 -0.14338 0.30551 2.914 -1.144 -1.108 0.33
N -0.36472 -0.87310 -0.82251 0.140 1.058 0.687 -0.45
O 0.53806 -0.23944 2.81361 0.301 0.236 1.311 -0.49
O 1.40470 -2.10682 1.35490 2.048 1.784 0.832 -0.46
S -2.41603 0.78952 1.05652 -0.040 -0.976 -2.593 -0.17
S 0.10975 -1.22868 1.85444 0.586 0.561 -1.716 0.54
H -0.74579 1.93640 -0.35183 0.505 -1.366 0.232 0.37
H -0.19692 1.69023 1.27127 0.309 0.330 0.910 0.42
H 1.80043 0.29930 0.45220 -2.835 -0.684 -0.394 0.13
H -0.97212 -0.33331 -1.44072 0.583 -1.014 -0.142 0.20
H -0.07445 -1.84279 -0.98906 -0.307 1.036 0.050 0.19
H 2.28137 -1.49351 1.46087 -2.924 -1.589 -0.576 0.34
H -2.81990 0.06182 -0.19322 0.707 1.416 2.442 0.14

---

Entry 4:
106
Properties=species:S:1:pos:R:3:forces:R:3:mulliken_charge:R:1 method="wB97M-V/def2-TZVPD" relative_energy_kcal_mol=618.2 orbital_gap_ev=5.0978 largest_force_ha_per_bohr=0.19006 charge=-1 total_energy_ev=-408620.4167 e_lumo_ev=-0.45 e_homo_ev=-5.545
O 5.86209 -2.04212 -4.41117 -3.436 -7.811 -0.755 -0.50
C 5.32625 -3.28416 -4.55290 1.986 5.912 0.569 0.04
C 3.68225 -3.52096 -4.59389 0.673 0.160 0.186 -0.50
C 2.98571 -2.91816 -3.20486 -1.990 1.232 1.129 -0.06
C 3.24817 -3.72035 -1.76183 -2.380 3.090 1.509 0.85
C 4.20368 -5.08732 -1.66037 -1.387 -3.862 -5.178 0.24
O 4.12960 -6.03674 -2.63263 0.579 6.497 6.277 -0.49
N 5.18960 -5.25886 -0.52661 -1.328 -2.393 0.989 0.11
C 4.90930 -6.47848 0.32291 -3.887 -4.596 -1.214 0.50
O 4.04891 -7.46257 0.05064 6.142 7.263 2.245 -0.46
F 5.64794 -6.54881 1.63910 -1.822 0.752 -4.192 -0.25
C 2.49221 -3.04520 -0.44746 0.948 -0.003 -3.302 -0.73
Br 2.68906 -3.91867 1.38438 -0.345 1.215 -2.458 -0.21
C 1.57233 -1.65764 -0.52479 -1.119 0.524 1.051 0.41
N 0.95594 -1.18701 0.75740 -0.466 3.001 -4.698 -0.36
C 0.17860 0.09477 0.62279 2.851 -1.947 -3.850 -0.19
S -0.60677 0.72044 2.24923 -7.301 -5.749 0.813 1.01
O -0.95589 -0.60204 3.03896 2.536 4.901 -2.577 -0.67
O -1.95801 1.44227 2.03809 5.358 -0.718 0.153 -0.55
C 0.61628 1.64517 3.34433 1.532 0.530 4.081 0.75
F -0.03684 2.77034 4.11241 2.237 -3.536 -2.895 -0.27
F 1.08124 0.68308 4.41270 -1.397 3.171 -3.548 -0.19
C 1.96548 2.16592 2.57367 1.172 0.405 -1.996 0.35
F 1.55282 2.98653 1.40921 1.143 -2.462 3.557 -0.15
F 2.83678 1.07778 2.04249 -3.239 3.449 2.027 -0.24
C 2.94625 3.13193 3.49581 2.731 1.479 0.391 0.40
F 4.22232 3.26295 2.69641 -4.180 -0.305 2.794 -0.26
F 3.32383 2.54319 4.80094 -1.575 2.189 -4.608 -0.20
F 2.43802 4.51362 3.67580 1.639 -5.048 -0.447 -0.22
C 0.04626 0.85663 -0.81104 0.228 0.167 0.090 0.56
C -0.79875 2.30065 -0.83111 0.369 -0.318 -1.248 -0.21
C -2.38650 2.10280 -1.21106 -0.491 -0.427 -0.875 -0.85
C -2.90524 0.53617 -1.09877 -1.053 -0.302 0.271 0.28
C -4.57124 0.40896 -1.08957 1.151 -1.120 -1.254 -0.62
O -5.16390 0.70341 0.22649 0.416 -2.963 1.333 -0.32
C -5.13253 -0.47218 1.11456 -3.517 -3.763 -0.343 0.28
O -6.03491 -1.45766 1.12782 5.369 6.528 -0.481 -0.51
N 0.59286 0.42476 -2.14546 0.582 -3.571 7.194 -0.36
C 1.35153 -0.85151 -1.91846 -0.069 -1.096 -1.211 0.39
C 2.06610 -1.52338 -3.27376 0.124 -2.985 0.915 0.36
C 1.83180 -0.75876 -4.73916 -1.439 1.634 -6.603 0.00
O 2.24726 0.48004 -5.01928 -1.479 -5.962 2.852 -0.56
O 1.13322 -1.50585 -5.83390 3.554 2.731 6.712 -0.67
H 6.10283 -4.16555 -4.69273 -1.750 1.487 0.243 0.32
H 3.30801 -2.97583 -5.56870 0.441 -0.642 2.205 0.30
H 3.45778 -4.67053 -4.75516 0.452 2.426 0.762 0.29
H 6.18541 -5.20306 -0.84174 -1.203 -0.047 0.556 0.20
H -0.32533 2.93379 -1.72036 -1.043 -1.619 2.182 0.15
H -0.67748 2.91511 0.15686 -0.155 -1.475 -1.792 0.15
H -2.52649 2.41141 -2.35555 0.370 -0.688 2.483 0.37
H -3.07741 2.85208 -0.60315 1.559 -1.808 -0.994 0.20
H -2.54664 -0.00089 -0.11936 -0.556 1.210 -1.806 -0.17
H -2.53999 -0.14337 -2.00056 -0.602 1.692 1.768 0.30
H -5.02126 1.14325 -1.90678 0.706 -1.613 2.009 0.26
H -4.84007 -0.73085 -1.32173 0.471 2.614 0.115 0.28
H -4.23761 -0.55207 1.87718 -1.661 0.616 -1.568 0.30
C -8.88982 -1.93701 -0.33146 0.390 -0.248 0.322 0.16
Cl -7.98523 -1.75525 -1.83941 0.006 -0.059 0.048 -0.17
Cl -10.40147 -1.02190 -0.38222 -0.209 0.034 0.046 -0.19
H -9.11913 -2.99455 -0.17943 -0.014 0.293 -0.157 0.32
H -8.27889 -1.56925 0.49650 -0.126 -0.007 -0.409 -0.11
C -10.99977 -1.82769 3.12170 -0.098 0.278 -0.262 -0.04
Cl -11.42799 -3.14683 4.21793 -0.078 -0.048 0.098 -0.17
Cl -9.24767 -1.60396 3.04952 -0.045 0.042 0.065 -0.13
H -11.36993 -2.06257 2.12075 0.267 0.000 0.339 -0.02
H -11.46198 -0.90414 3.47867 0.171 -0.279 -0.017 0.35
C 4.90873 0.80342 -1.72060 0.414 0.251 0.488 -0.35
Cl 3.89972 -0.60569 -2.06918 2.588 1.674 0.341 0.18
Cl 4.96560 1.90290 -3.10371 0.038 -0.039 0.135 -0.14
H 4.49321 1.33458 -0.86078 0.018 -0.062 -0.236 0.06
H 5.92282 0.46702 -1.49156 -0.223 0.049 -0.152 0.33
C 8.69653 -4.69390 1.94576 -0.183 -0.217 0.461 -0.18
Cl 8.32961 -4.81563 0.22072 0.263 -0.052 -0.076 -0.16
Cl 9.62246 -3.22962 2.29737 -0.023 -0.076 0.052 -0.16
H 7.75973 -4.66590 2.50763 0.198 0.071 -0.260 0.21
H 9.28175 -5.56596 2.24747 -0.090 0.273 -0.212 0.30
C 2.94613 0.63696 -8.42506 -0.366 -0.053 0.575 -0.08
Cl 3.99291 1.31587 -9.67749 0.114 0.221 -0.216 -0.21
Cl 3.13662 -1.11733 -8.31892 0.015 0.129 -0.068 -0.14
H 3.20854 1.08217 -7.46225 -0.049 -0.257 -0.202 0.13
H 1.90589 0.86791 -8.66705 0.322 -0.158 0.004 0.27
C 3.37184 -1.17291 6.11744 0.056 0.334 -0.127 -0.22
Cl 3.26483 -2.29946 7.47561 0.035 0.069 0.124 -0.18
Cl 3.02369 -1.98656 4.58713 0.048 0.151 -0.020 -0.05
H 2.64780 -0.36789 6.26507 0.095 -0.311 -0.039 0.12
H 4.38193 -0.75798 6.07804 -0.231 -0.230 0.012 0.31
C -15.24917 -2.81823 3.13103 0.063 -0.287 0.265 -0.24
Cl -13.98053 -2.34797 1.99321 -0.217 -0.059 -0.083 -0.10
Cl -16.69022 -1.81475 2.92734 -0.048 -0.055 0.081 -0.16
H -15.51558 -3.86324 2.95482 0.054 0.331 -0.074 0.29
H -14.87442 -2.69992 4.15061 -0.051 0.081 -0.310 0.23
C 1.49204 5.20835 -1.04042 0.271 0.038 0.189 -0.13
Cl 1.95870 3.69699 -1.82987 0.539 0.193 -0.030 -0.05
Cl -0.08232 5.76790 -1.61784 0.086 0.104 0.006 -0.13
H 1.43735 5.04402 0.03850 -0.091 0.003 -0.297 -0.06
H 2.24311 5.97107 -1.25983 -0.238 -0.218 -0.055 0.41
C 6.36389 5.95186 3.23667 -0.385 -0.077 0.002 0.27
Cl 7.57885 5.73284 4.50203 -0.076 -0.025 0.092 -0.16
Cl 7.11373 6.44302 1.71300 -0.117 0.000 -0.026 -0.16
H 5.83447 5.00811 3.08463 0.280 0.239 0.012 -0.19
H 5.65795 6.72438 3.55109 0.296 -0.131 -0.078 0.26
C -2.88211 8.15189 0.43921 -0.225 0.131 0.217 -0.34
Cl -1.83533 8.83079 -0.81322 -0.066 0.153 0.036 -0.15
Cl -2.69162 6.39759 0.54535 -0.178 0.051 0.163 -0.05
H -2.61970 8.59710 1.40202 0.040 -0.170 -0.286 0.28
H -3.92235 8.38284 0.19722 0.309 -0.130 -0.042 0.27